No. 1
Computed, not measured: a 14-piece molecular cluster, C19H48BrN16O27P overall in a non-equilibrium geometry, with ωB97M-V/def2-TZVPD.

Kohn-Sham gap = 8.1 eV
strongest force on any atom = 6.592 eV/A
HOMO = -8.862 eV

Geometry as XYZ:
```
112
C19H48BrN16O27P, DFT ωB97M-V/def2-TZVPD
C -1.433 -1.560 -2.001
H -1.045 -1.620 -3.031
O 2.653 3.920 -6.698
Br -4.299 1.621 -3.645
H -7.313 -4.007 -5.148
H 2.140 2.214 -4.815
H 11.205 1.421 3.658
H 14.812 -0.022 -1.046
O -7.705 6.430 -0.355
H 1.094 -0.550 -0.300
H 3.825 -8.579 0.596
C 8.800 -1.094 -0.482
O 8.365 -2.330 1.415
O 16.357 -2.493 0.239
H 1.694 -1.780 -1.400
C -6.026 -1.345 3.616
C 0.850 -1.076 -1.239
H -4.981 -1.246 3.336
N 1.765 3.091 -6.676
C -8.057 6.279 2.663
N -0.866 1.561 -3.159
H -9.029 6.764 2.688
C 4.811 -3.421 -1.068
H -2.810 1.196 -0.225
H -2.184 -2.374 -1.931
C -2.864 -0.715 0.671
H -5.920 -0.391 -1.821
H 0.503 1.916 -5.467
O 0.804 -2.871 1.249
C -10.342 1.095 2.119
H 9.545 -0.373 -0.801
H -6.794 -2.502 -5.965
H 7.809 -0.650 -0.475
H 0.839 -0.422 -2.121
H -6.047 2.563 4.104
N -7.745 5.823 4.047
N 13.001 1.598 2.603
N 4.616 -6.816 -0.236
O 13.242 1.264 1.457
O -6.574 -2.021 5.765
O 3.477 -6.461 -0.477
H 5.316 -3.243 -0.123
H -4.383 2.624 3.456
H -7.290 6.972 2.345
C -2.216 0.265 -0.267
C 4.800 -8.134 0.431
O -6.645 -1.246 -3.707
O -6.881 1.896 1.957
H 0.917 3.524 -4.813
H -6.635 -0.590 3.124
N -3.421 -1.544 1.161
O 2.957 -2.720 1.325
H 0.971 -4.991 2.346
C -1.478 0.893 -2.517
C 1.290 2.648 -5.335
H 12.545 0.384 4.243
O -6.741 6.268 4.572
O -5.752 -0.041 5.506
O -8.166 -2.727 -3.308
H -9.406 1.619 2.294
O -8.517 5.033 4.552
H 2.569 -5.267 1.591
H 5.411 -4.044 -1.723
C 1.978 -4.608 2.222
N -7.222 -2.296 -3.930
H -6.393 -2.341 3.393
H 8.827 -1.981 -1.109
H 14.890 -0.408 0.696
N -11.381 2.117 1.817
H 3.834 -3.861 -0.908
P -3.898 -0.376 -2.595
H 5.402 -8.753 -0.230
C -6.711 -3.108 -5.067
H -10.645 0.541 3.002
C -6.902 8.095 -1.732
C 12.028 0.773 3.370
O -7.653 8.445 0.431
H -5.674 -3.352 -4.853
H -5.422 4.086 3.404
N 9.111 -1.519 0.910
C -5.397 2.999 3.353
H -5.963 7.572 -1.890
N -6.128 -1.120 5.087
O 5.653 -1.482 -1.988
O 15.218 -2.325 -1.589
H 2.456 -4.452 3.186
H 11.679 -0.036 2.736
N 15.686 -1.875 -0.562
H -10.268 0.438 1.257
O -5.039 -0.442 -1.412
H -1.206 0.530 0.084
O 1.234 2.598 -7.652
C -2.190 -0.203 -1.755
O -5.264 3.004 1.051
H -8.074 5.401 2.024
O 3.508 -1.733 -1.994
N -5.888 2.602 2.007
H 16.377 0.062 -0.186
O 5.620 -6.186 -0.492
N 4.639 -2.103 -1.739
O -11.187 2.825 0.849
O 13.487 2.549 3.176
C 15.418 -0.444 -0.251
H 5.311 -7.955 1.373
O 10.087 -1.028 1.445
H -6.742 9.166 -1.667
O -12.345 2.174 2.553
N -7.468 7.619 -0.441
N 1.904 -3.287 1.541
N -0.383 -1.879 -1.061
H -7.620 7.857 -2.512
H -0.703 -1.913 -0.104
```

=====

No. 2
Computed, not measured: a 7-piece molecular cluster, C19H48Cl3NO12 overall in a non-equilibrium geometry, with ωB97M-V/def2-TZVPD.

Kohn-Sham gap = 7.8 eV
strongest force on any atom = 3.771 eV/A
HOMO = -8.308 eV

Geometry as XYZ:
```
83
C19H48Cl3NO12, DFT ωB97M-V/def2-TZVPD
C 21.754 4.889 -4.598
H 29.993 1.243 -6.319
H 29.318 0.022 -3.443
H 21.471 0.452 -5.048
O 26.156 3.003 -7.378
H 20.705 4.652 -4.776
H 19.594 11.017 -7.673
O 21.923 0.111 -3.013
H 30.758 -1.499 -8.775
H 20.778 8.752 -7.844
O 28.313 0.844 -7.396
H 25.406 7.457 -10.747
H 25.385 0.145 -4.897
H 28.774 1.303 -0.723
C 21.078 6.986 -5.634
H 26.030 7.092 -8.061
H 26.937 1.620 -12.239
H 23.635 1.055 -5.688
H 23.907 6.194 -3.935
H 22.345 -1.020 -4.746
Cl 30.428 -0.351 -0.901
H 27.146 7.405 -11.937
H 31.582 0.434 -7.706
H 21.735 7.544 -2.646
C 23.335 6.780 -4.649
H 30.741 0.739 -9.163
N 21.885 6.408 -4.493
C 28.849 0.786 -2.825
H 26.634 1.404 -9.869
H 23.160 3.873 -3.209
H 27.704 -0.697 -10.568
H 23.521 6.483 -5.677
C 22.165 4.305 -3.252
H 23.483 1.745 -4.154
C 25.736 0.318 -11.467
H 26.366 8.576 -9.741
C 21.360 6.619 -3.077
C 22.227 0.008 -4.386
H 25.406 0.343 -9.317
C 29.653 1.208 -7.373
O 27.192 -0.598 -9.756
H 27.384 6.405 -8.808
H 21.166 5.274 -1.451
C 20.265 10.585 -6.935
H 23.452 7.833 -4.414
H 20.441 8.896 -4.860
Cl 26.231 3.517 -6.030
H 19.310 8.568 -6.961
H 22.051 8.884 -5.641
O 27.375 7.209 -11.028
H 27.847 0.907 -3.235
H 20.278 6.642 -3.184
O 24.927 3.734 -5.471
H 25.765 4.800 -8.470
C 21.037 8.481 -5.679
C 26.313 6.570 -8.985
H 25.525 -0.731 -11.687
C 23.535 0.759 -4.637
O 30.129 -1.024 -8.224
H 21.322 -0.604 -2.779
C 21.890 5.421 -2.252
H 29.800 2.251 -7.701
H 22.258 4.573 -5.512
O 26.763 0.683 -12.398
H 28.010 -0.177 -1.064
H 19.815 10.941 -6.003
C 26.313 7.565 -10.144
Cl 29.856 2.221 -3.130
O 27.036 2.645 -5.212
C 20.297 9.036 -6.903
C 28.870 0.424 -1.359
H 24.859 0.940 -11.666
H 27.731 1.501 -7.004
O 25.564 5.409 -9.194
H 20.051 6.623 -5.539
C 30.593 0.313 -8.162
H 21.511 6.467 -6.490
H 21.453 3.483 -3.149
O 24.729 0.155 -4.196
H 21.309 10.871 -7.023
O 26.982 4.775 -6.121
H 22.837 5.648 -1.762
C 26.233 0.395 -10.025
```

=====

No. 3
Computed, not measured: a 3-piece molecular cluster, C19H48N4O7S overall in a non-equilibrium geometry, with ωB97M-V/def2-TZVPD.

Kohn-Sham gap = 9.1 eV
strongest force on any atom = 2.134 eV/A
HOMO = -8.712 eV

Geometry as XYZ:
```
79
C19H48N4O7S, DFT ωB97M-V/def2-TZVPD
C -5.422 2.066 1.309
H 0.449 -7.727 2.157
H 2.591 2.176 -1.503
H -1.538 4.926 2.761
C 6.077 0.862 -1.333
H -5.929 3.904 -0.418
H -4.097 3.761 1.380
C -1.302 4.998 0.585
N 1.806 -6.654 0.027
C 1.911 -1.092 -1.447
H -5.455 3.771 2.601
O -5.798 5.771 0.382
H 0.937 0.686 -2.311
H 6.545 1.750 -0.909
H -6.382 1.888 0.802
O 1.122 -4.273 -2.106
H -2.256 4.536 0.300
H -0.631 3.020 -0.055
H 2.418 2.687 0.178
O 1.297 1.050 -0.301
C 3.494 -0.227 -3.150
H 3.219 -0.872 -3.992
H -4.620 1.740 0.616
O -3.467 6.554 0.986
H 2.143 -3.784 -0.367
H 2.667 -6.431 -1.834
C 1.013 0.147 -1.360
H -0.911 -7.587 -0.424
C 2.245 -4.423 -1.250
O 5.294 1.277 -2.436
C -0.133 -4.534 -1.509
C -0.187 3.912 0.423
H 5.471 0.402 -0.549
H 1.958 -1.535 -0.449
C -1.347 5.675 1.971
H 3.648 -5.852 -0.499
H 1.416 -1.824 -2.092
H -0.333 -5.606 -1.508
C -5.167 3.597 1.553
C -6.088 4.368 0.568
H -0.903 -4.066 -2.124
C -2.515 6.710 2.046
C 4.934 0.235 -3.338
H 0.567 4.296 -0.281
N 0.506 3.546 1.672
H 0.965 -6.935 -0.452
H 2.863 0.665 -3.197
H -4.724 1.862 3.225
H 3.848 -0.555 -1.173
H -0.422 6.189 2.251
H 5.642 -0.597 -3.289
H 5.010 0.669 -4.338
O -0.953 -6.429 1.313
N 3.300 -0.972 -1.910
H 0.177 -6.186 2.966
H -2.080 7.721 2.031
C -1.419 -7.521 0.541
C 1.462 -5.999 1.285
H 3.342 1.236 -0.165
N -5.296 1.340 2.576
C 2.629 -5.866 -0.900
H -4.828 0.455 2.443
H 6.864 0.166 -1.637
S -5.001 6.451 1.669
H 2.331 -6.038 1.949
H 0.910 2.635 1.486
H -7.136 4.245 0.868
H -1.108 5.778 -0.168
C 0.281 -6.660 1.988
O -5.473 7.840 1.808
H 1.200 -4.946 1.143
H 0.004 -0.219 -1.149
H -0.135 3.375 2.437
H 3.084 -4.009 -1.814
C 2.475 1.819 -0.478
H -0.205 -4.124 -0.500
H -3.071 6.612 2.998
H -1.306 -8.468 1.074
H -2.478 -7.356 0.346
```